Entry 1:
Here is C63H171N24O10P7 as an isolated structure from the Open Molecules 2025 dataset. Energies are from ωB97M-V with the def2-TZVPD basis set.

Properties
Orbital gap in eV: 8.15
HOMO level in eV: -7.89
E in a.u.: -6959.04587
Molar mass in g mol⁻¹: 1642.037

Structure (ORCA input):
```
! RIJCOSX wB97M-V def2-TZVPD def2/J DEFGRID3
* xyz 0 1
C 5.207 -3.857 -3.582
O 5.767 -4.411 -4.514
N 4.512 -2.701 -3.747
C 4.141 -2.213 -5.057
C 3.899 -2.121 -2.557
H 5.245 -4.232 -2.553
H 4.342 -1.142 -5.100
H 3.073 -2.381 -5.224
H 4.660 -2.700 -5.876
H 4.130 -2.661 -1.646
H 4.138 -1.053 -2.540
H 2.811 -2.044 -2.626
O -5.324 -5.812 1.411
P -4.231 -5.338 0.535
N -4.034 -3.646 0.510
C -4.702 -2.791 -0.456
C -3.770 -3.065 1.820
N -4.340 -5.706 -1.102
C -3.429 -5.153 -2.109
C -4.833 -7.009 -1.535
N -2.788 -6.016 1.070
C -2.768 -7.354 1.665
C -1.517 -5.389 0.722
H -4.143 -1.915 -0.793
H -5.593 -2.345 0.006
H -5.044 -3.428 -1.267
H -3.011 -3.599 2.392
H -4.669 -3.076 2.447
H -3.461 -2.027 1.690
H -2.459 -4.833 -1.738
H -3.283 -5.817 -2.962
H -3.868 -4.288 -2.621
H -5.373 -6.902 -2.476
H -4.015 -7.718 -1.721
H -5.404 -7.538 -0.772
H -1.724 -7.617 1.825
H -3.244 -7.306 2.646
H -3.278 -8.074 1.025
H -1.612 -4.307 0.833
H -1.177 -5.658 -0.278
H -0.779 -5.591 1.503
O 1.851 -0.628 -1.047
P 0.419 -0.496 -0.708
N -0.618 -0.630 -2.034
C -0.261 -1.470 -3.151
C -2.003 -0.179 -2.032
N 0.061 0.962 0.027
C 0.370 1.093 1.450
C 0.032 2.203 -0.725
N -0.221 -1.638 0.378
C 0.523 -2.811 0.860
C -1.510 -1.477 1.024
H -0.742 -1.139 -4.073
H -0.581 -2.513 -3.002
H 0.823 -1.484 -3.265
H -2.316 0.054 -3.051
H -2.143 0.698 -1.398
H -2.704 -0.926 -1.636
H 1.403 0.761 1.602
H 0.133 2.114 1.734
H -0.167 0.451 2.155
H -0.554 3.007 -0.283
H 1.049 2.556 -0.935
H -0.374 2.017 -1.723
H 1.012 -2.530 1.797
H -0.131 -3.650 1.112
H 1.149 -3.173 0.046
H -1.500 -1.537 2.124
H -2.123 -2.374 0.850
H -1.958 -0.564 0.643
O -4.778 2.295 -3.823
P -4.230 3.659 -3.890
N -3.966 4.322 -2.344
C -4.350 3.480 -1.203
C -3.166 5.518 -2.083
N -5.181 4.735 -4.738
C -4.740 6.070 -5.088
C -6.513 4.295 -5.127
N -2.724 3.743 -4.638
C -2.700 3.590 -6.077
C -1.510 3.216 -3.995
H -4.137 2.416 -1.304
H -5.446 3.511 -1.178
H -4.014 3.943 -0.279
H -3.429 6.277 -2.819
H -2.102 5.284 -2.146
H -3.462 6.001 -1.151
H -3.669 6.250 -4.945
H -4.874 6.252 -6.155
H -5.124 6.826 -4.396
H -7.168 5.148 -5.308
H -6.482 3.720 -6.058
H -6.900 3.683 -4.314
H -3.243 2.724 -6.472
H -3.062 4.471 -6.619
H -1.713 3.480 -6.535
H -1.257 2.190 -4.264
H -1.658 3.393 -2.929
H -0.715 3.887 -4.329
O -3.414 -1.770 6.266
P -2.974 -3.173 6.248
N -1.901 -3.631 5.019
C -1.012 -2.614 4.471
C -1.865 -4.945 4.414
N -4.232 -4.332 6.237
C -4.935 -4.745 5.013
C -5.059 -4.336 7.423
N -2.158 -3.634 7.637
C -1.714 -4.993 7.867
C -2.158 -2.762 8.823
H -0.151 -3.089 4.001
H -0.719 -1.972 5.304
H -1.558 -2.054 3.704
H -2.022 -5.717 5.176
H -0.852 -5.297 4.186
H -2.574 -5.121 3.606
H -5.553 -3.940 4.606
H -4.242 -5.024 4.223
H -5.541 -5.634 5.180
H -5.885 -5.040 7.380
H -4.431 -4.574 8.289
H -5.446 -3.335 7.655
H -1.032 -5.037 8.717
H -2.540 -5.682 8.068
H -1.104 -5.416 7.068
H -1.551 -3.204 9.607
H -3.181 -2.659 9.202
H -1.851 -1.747 8.575
O 2.664 0.541 7.628
P 2.255 0.513 6.206
N 2.079 2.044 5.529
C 1.968 2.346 4.118
C 1.741 3.155 6.405
N 0.779 -0.286 5.991
C 0.034 -0.735 7.155
C 0.228 -0.605 4.677
N 3.351 -0.298 5.246
C 3.466 -1.754 5.307
C 4.563 0.387 4.845
H 2.304 1.542 3.466
H 2.522 3.230 3.784
H 0.933 2.600 3.860
H 2.190 4.087 6.060
H 1.990 2.881 7.428
H 0.651 3.309 6.371
H 0.413 -1.669 7.577
H 0.090 -0.009 7.969
H -1.041 -0.794 6.971
H 0.987 -0.525 3.903
H -0.121 -1.645 4.699
H -0.697 -0.041 4.525
H 4.385 -2.053 5.815
H 2.641 -2.261 5.804
H 3.474 -2.123 4.278
H 5.037 0.935 5.667
H 4.346 1.192 4.135
H 5.297 -0.262 4.369
O 6.486 -3.346 -0.126
P 6.465 -2.614 1.155
N 4.946 -2.248 1.736
C 4.310 -0.972 1.446
C 4.068 -3.390 1.958
N 7.265 -1.139 1.067
C 7.765 -0.454 2.231
C 7.247 -0.391 -0.208
N 7.226 -3.420 2.402
C 8.191 -4.449 2.000
C 6.751 -3.429 3.798
H 3.400 -0.860 2.041
H 3.960 -0.918 0.409
H 4.970 -0.124 1.613
H 3.343 -3.155 2.746
H 4.632 -4.243 2.323
H 3.449 -3.605 1.082
H 8.860 -0.454 2.268
H 7.456 0.596 2.300
H 7.407 -0.885 3.163
H 7.878 0.493 -0.139
H 7.619 -1.086 -0.957
H 6.231 -0.042 -0.414
H 9.041 -4.405 2.686
H 7.767 -5.454 2.005
H 8.592 -4.196 1.022
H 7.541 -3.771 4.462
H 5.916 -4.129 3.895
H 6.360 -2.436 3.995
O -2.183 -0.602 -7.274
P -2.968 -1.844 -7.075
N -4.448 -1.617 -6.358
C -5.595 -1.143 -7.153
C -4.466 -1.027 -5.017
N -2.133 -2.969 -6.142
C -0.700 -3.043 -6.395
C -2.729 -4.110 -5.443
N -3.436 -2.643 -8.497
C -4.130 -3.925 -8.585
C -2.799 -2.226 -9.744
H -6.486 -1.001 -6.544
H -5.810 -1.851 -7.948
H -5.329 -0.151 -7.532
H -3.788 -1.524 -4.321
H -5.453 -1.179 -4.576
H -4.268 0.046 -5.077
H -0.228 -2.064 -6.408
H -0.179 -3.626 -5.630
H -0.431 -3.591 -7.305
H -2.400 -4.157 -4.408
H -3.810 -3.963 -5.391
H -2.567 -4.948 -6.125
H -4.580 -4.150 -7.619
H -4.938 -3.852 -9.315
H -3.461 -4.744 -8.859
H -3.543 -2.429 -10.526
H -1.999 -2.932 -9.996
H -2.553 -1.170 -9.753
C -0.449 7.094 1.263
C -1.047 7.309 2.695
C -2.394 8.051 2.472
C -3.508 7.067 2.067
C -3.533 5.945 3.097
C -2.292 5.094 3.147
N -1.212 6.036 3.468
O 0.035 5.431 3.670
C -2.440 4.143 4.361
C -2.100 4.302 1.860
C -0.160 8.222 3.552
H 0.136 6.180 1.152
H 0.158 7.977 1.072
H -1.261 6.999 0.542
H -2.646 8.594 3.380
H -2.347 8.634 1.550
H -3.407 6.525 1.120
H -4.437 7.625 1.940
H -4.471 5.397 2.958
H -3.689 6.461 4.051
H -2.333 4.694 5.298
H -3.288 3.465 4.407
H -1.523 3.540 4.368
H -1.214 3.669 1.875
H -2.974 3.651 1.778
H -2.064 4.948 0.984
H 0.818 7.779 3.724
H -0.736 8.419 4.456
H -0.003 9.169 3.032
H 0.065 5.227 4.611
C 4.738 4.443 -1.464
C 4.730 3.465 -2.649
C 3.673 3.896 -3.693
C 4.151 5.056 -4.557
C 5.450 4.698 -5.209
C 6.556 4.339 -4.194
N 6.063 3.337 -3.242
O 7.041 2.744 -2.444
C 7.675 3.724 -5.049
C 7.094 5.605 -3.508
C 4.221 2.094 -2.173
H 4.970 5.485 -1.686
H 3.833 4.468 -0.851
H 5.562 4.177 -0.793
H 3.321 3.070 -4.319
H 2.763 4.090 -3.116
H 3.401 5.365 -5.289
H 4.222 5.924 -3.892
H 5.834 5.520 -5.820
H 5.278 3.911 -5.949
H 8.577 3.550 -4.462
H 7.870 4.375 -5.900
H 7.336 2.745 -5.390
H 7.814 5.329 -2.737
H 6.287 6.188 -3.073
H 7.604 6.206 -4.263
H 3.213 2.223 -1.772
H 4.133 1.423 -3.028
H 4.753 1.606 -1.353
H 6.891 1.796 -2.549
*
```

Entry 2:
Here is C63H39Cl5N5O5PV as an isolated structure from the Open Molecules 2025 dataset. Energies are from ωB97M-V with the def2-TZVPD basis set.

Properties
Orbital gap (spin up / spin down) in eV: 4.40 / 5.28
Relative energy (zero: lowest compared OMol25 entry of this formula, charge and spin) in eV: 0.065
HOMO level (spin up / spin down) in eV: -0.83 / -1.92
E in a.u.: -6660.47096
⟨S²⟩: 3.804
Molar mass in g mol⁻¹: 1205.218

Structure (ORCA input):
```
! RIJCOSX wB97M-V def2-TZVPD def2/J DEFGRID3
* xyz -2 4
V -9.632 -22.870 -13.267
Cl -14.813 -15.104 -11.826
C -13.770 -16.497 -12.067
C -14.296 -17.783 -11.917
C -13.476 -18.875 -12.146
C -12.150 -18.674 -12.532
C -11.658 -17.383 -12.642
C -12.474 -16.247 -12.442
C -11.258 -19.862 -12.787
C -10.291 -20.197 -11.796
C -10.006 -19.481 -10.563
C -9.002 -20.143 -9.905
C -8.751 -21.311 -10.671
C -7.896 -22.430 -10.308
C -7.125 -22.252 -9.034
C -5.954 -21.502 -8.981
C -5.189 -21.450 -7.820
C -5.659 -22.083 -6.687
Cl -4.644 -22.233 -5.252
C -6.848 -22.838 -6.700
C -7.563 -22.890 -7.888
C -7.740 -23.654 -10.926
N -8.326 -24.026 -12.147
C -8.024 -25.328 -12.366
C -8.423 -26.061 -13.484
C -7.947 -27.462 -13.598
C -7.102 -27.806 -14.663
C -6.676 -29.113 -14.872
C -7.107 -30.096 -13.960
Cl -6.658 -31.811 -14.212
C -7.815 -29.758 -12.822
C -8.287 -28.449 -12.671
C -9.276 -25.630 -14.578
C -9.770 -26.497 -15.635
C -10.610 -25.742 -16.408
C -10.688 -24.440 -15.794
N -9.876 -24.404 -14.699
C -11.496 -23.321 -16.220
C -11.655 -22.128 -15.556
C -12.629 -21.123 -15.894
C -12.605 -20.190 -14.927
C -11.564 -20.586 -13.954
N -10.989 -21.728 -14.377
C -12.242 -23.501 -17.484
C -13.087 -24.604 -17.723
C -13.792 -24.721 -18.920
C -13.762 -23.700 -19.876
Cl -14.749 -23.768 -21.342
C -12.903 -22.625 -19.661
C -12.171 -22.534 -18.485
C -7.169 -25.846 -11.313
C -7.019 -24.834 -10.421
N -9.472 -21.265 -11.826
H -15.323 -17.867 -11.580
H -13.838 -19.863 -11.981
H -10.620 -17.271 -12.921
H -12.119 -15.251 -12.569
H -10.477 -18.545 -10.262
H -8.457 -19.896 -9.006
H -5.611 -21.030 -9.896
H -4.257 -20.802 -7.803
H -7.112 -23.401 -5.808
H -8.498 -23.444 -7.882
H -6.712 -27.052 -15.352
H -6.059 -29.361 -15.740
H -8.136 -30.485 -12.130
H -8.875 -28.232 -11.781
H -9.596 -27.574 -15.738
H -11.082 -26.175 -17.277
H -13.313 -21.224 -16.719
H -13.164 -19.268 -14.856
H -13.208 -25.370 -16.987
H -14.432 -25.559 -19.090
H -12.860 -21.810 -20.386
H -11.486 -21.703 -18.372
H -6.750 -26.861 -11.232
H -6.494 -24.848 -9.510
O -8.139 -22.515 -16.343
Cl -7.211 -22.159 -15.342
O -6.527 -20.984 -15.669
O -7.966 -21.907 -14.095
O -6.314 -23.221 -15.086
O -13.188 -22.307 -11.408
C -12.170 -22.895 -11.703
N -11.213 -23.547 -12.048
P -12.187 -26.620 -13.300
C -12.685 -28.166 -14.163
C -11.753 -29.221 -14.232
C -11.927 -30.287 -15.080
C -13.126 -30.431 -15.792
C -14.025 -29.395 -15.730
C -13.827 -28.273 -14.941
C -12.065 -27.391 -11.640
C -11.012 -26.873 -10.896
C -10.669 -27.440 -9.663
C -11.422 -28.479 -9.184
C -12.486 -29.005 -9.901
C -12.819 -28.468 -11.111
C -13.807 -25.785 -13.138
C -13.944 -24.579 -13.811
C -15.109 -23.794 -13.668
C -16.149 -24.255 -12.856
C -16.054 -25.451 -12.183
C -14.910 -26.205 -12.328
H -10.821 -29.158 -13.714
H -11.108 -31.006 -15.128
H -13.343 -31.305 -16.427
H -14.927 -29.476 -16.281
H -14.565 -27.475 -15.015
H -10.579 -25.965 -11.273
H -9.868 -27.037 -9.066
H -11.156 -28.921 -8.238
H -13.042 -29.829 -9.477
H -13.608 -28.931 -11.680
H -13.097 -24.138 -14.315
H -15.176 -22.827 -14.141
H -17.069 -23.682 -12.836
H -16.828 -25.795 -11.561
H -14.881 -27.146 -11.788
*
```

| no. | F_max (hartree/bohr) |
| --- | --- |
| 1 | 0.1420 |
| 2 | 0.0410 |